This record from the Open Molecules 2025 dataset describes a structure of composition C16H28BBr14ClFNO4P at a distorted geometry. The level of theory is wB97M-V/def2-TZVPD.

```
67
Properties=species:S:1:pos:R:3:forces:R:3
C 3.10775 2.29928 -2.34838 0.1 0.5 -0.3
C 1.95750 3.23441 -2.03872 0.5 -0.4 0.0
F 2.52443 4.38367 -1.49145 0.0 0.1 0.1
C 0.94763 2.81441 -0.95673 -0.4 2.1 -0.3
C 0.06124 4.05149 -0.66587 -0.7 0.2 -0.6
C -1.31074 3.54677 -0.14001 0.2 -0.2 -0.2
P -1.63414 4.27007 1.56454 0.0 0.2 0.5
O -0.99607 5.75540 1.42616 0.1 -0.1 -0.1
O -3.22296 4.65575 1.38528 0.2 -0.3 0.0
C -1.09475 2.03240 -0.11671 0.6 -0.1 1.6
C -2.22369 1.04274 0.11230 -0.6 0.2 -0.4
C -2.94962 1.21064 1.45733 0.2 -0.4 -0.1
C -2.07740 0.92721 2.67380 -0.4 0.2 0.0
Cl -3.03743 1.18263 4.15365 0.0 -0.1 0.0
N -0.09865 1.77497 -1.26155 -0.2 -1.0 -0.2
B -0.77267 2.01264 -2.67666 -0.4 -0.2 -0.7
O -2.10146 2.31114 -2.72869 0.7 0.4 0.8
O -0.01025 2.04021 -3.80101 -0.3 -0.1 0.4
C 0.42939 0.35823 -1.31878 0.3 -0.2 0.5
Br -0.86732 -0.70317 -2.33454 0.0 0.1 -0.1
C 0.78155 -0.29877 0.02240 -0.1 -0.4 0.1
C 0.77889 -1.82493 0.00411 0.3 0.2 0.4
Br 2.57438 0.24110 0.59960 0.0 0.2 0.0
H 3.80578 2.86677 -2.96506 0.0 0.0 0.0
H 3.63683 2.01203 -1.44624 -0.1 -0.2 0.0
H 2.80512 1.44090 -2.94597 0.0 -0.2 0.1
H 1.47288 3.54357 -2.95922 -0.2 0.0 0.0
H 1.47503 2.62453 -0.02727 0.0 -0.8 -0.1
H -0.12168 4.62130 -1.58254 0.2 -0.1 -0.1
H 0.54697 4.76274 -0.00867 0.1 -0.2 0.2
H -2.13362 3.81023 -0.80882 0.1 0.1 -0.1
H -1.42361 6.29003 0.74349 0.0 0.2 0.1
H -3.59335 4.20666 0.62254 -0.4 0.1 -0.2
H -0.44377 1.91477 0.76084 0.1 -0.1 -0.1
H -1.86249 0.01588 0.10115 0.1 0.0 -0.1
H -2.97823 1.12018 -0.67073 0.2 -0.1 -0.1
H -3.72701 0.44483 1.45657 -0.2 0.1 0.0
H -3.46404 2.16452 1.55015 0.1 0.1 0.1
H -1.75865 -0.11377 2.66804 0.1 0.0 0.0
H -1.23156 1.60158 2.76559 0.1 -0.1 -0.1
H -2.25139 3.19671 -3.06813 -0.4 0.1 -0.5
H 0.53708 1.27143 -3.97105 0.4 0.0 -0.1
H 1.31669 0.35192 -1.94432 0.0 0.1 0.0
H 0.12906 0.01241 0.82742 0.0 0.2 0.0
H 1.36260 -2.13232 0.86577 -0.1 -0.2 0.1
H -0.22227 -2.22547 0.14259 -0.1 0.0 -0.3
H 1.28478 -2.23377 -0.86669 -0.2 -0.1 -0.1
C 2.19142 -5.35725 1.90651 -0.1 0.0 0.0
Br 1.48824 -4.53178 3.49234 -0.1 0.0 0.0
Br 0.79296 -5.91971 0.71459 0.0 0.0 0.0
Br 3.45116 -4.20430 1.01857 0.1 0.0 0.0
H 2.73002 -6.24328 2.21123 0.0 0.0 0.0
C 1.29975 -10.25415 -0.45790 0.0 0.1 0.0
Br 2.17212 -9.63995 1.14344 0.0 0.0 0.0
Br -0.41020 -9.40530 -0.70403 0.0 0.0 0.0
Br 2.42564 -10.04068 -2.00014 0.0 0.0 0.0
H 1.11613 -11.31091 -0.33474 0.0 0.0 0.0
C -5.53063 1.20027 -3.34499 0.0 0.0 0.0
Br -4.64383 -0.49273 -3.57562 0.0 0.0 0.0
Br -7.33891 1.14966 -3.97169 0.0 0.0 0.0
Br -5.43685 1.78389 -1.50734 -0.2 0.1 0.0
H -4.99631 1.92649 -3.93882 0.0 0.0 0.0
C 5.47009 -3.52285 5.67485 0.0 0.0 0.0
Br 4.52166 -2.36761 4.45844 0.0 0.0 0.0
Br 5.60770 -2.74233 7.42362 0.0 0.0 0.0
Br 4.69043 -5.27994 5.74217 0.0 0.0 0.0
H 6.47263 -3.63353 5.29005 0.0 0.0 0.0
```
Positions in Å, forces in eV/Å.

Its total energy is -37944.5002 Eh. Its charge is +1. Its spin multiplicity is 1. The value obtained for the relative energy (zero: lowest compared OMol25 entry of this formula, charge and spin) is 0.0 kcal per mole. For the largest force on an atom, the calculation gives 2.131 eV Å⁻¹. As for the LUMO energy: -3.0 eV. The value obtained for the HOMO energy is -11.75 eV.

Atom charges from the Mulliken analysis, given in e for atoms 1 to 4:
1 C -1.337
2 C 0.078
3 F -0.390
4 C -0.373

This record from the Open Molecules 2025 dataset describes the ion C6H8NO2S with charge +1 at a distorted geometry. The level of theory is wB97M-V/def2-TZVPD.

```
18
Properties=species:S:1:pos:R:3:forces:R:3
C 1.28664 -0.11332 0.19652 -0.9 2.9 -0.2
C -1.94824 -0.80775 -0.78748 1.2 -2.1 1.6
C 1.75888 -1.46171 0.21136 2.7 -2.5 3.8
C -0.95982 -1.04149 0.08110 -0.9 1.6 -0.3
C -0.35385 1.55223 0.39712 -3.7 -1.5 0.5
C 0.72311 2.26362 -0.29672 1.6 1.2 1.0
N 0.01845 0.13292 0.26713 -0.4 -2.9 -0.3
O 1.68455 -2.32807 -0.58323 -0.3 -0.1 -1.5
O -0.70911 -2.05918 0.90832 0.0 -0.3 0.0
S 2.25680 1.32476 0.22735 -0.3 -0.3 -0.5
H -2.71231 -1.52325 -1.03188 -0.1 -0.1 0.1
H -1.79361 0.00743 -1.38829 -0.2 1.9 -1.4
H 2.25626 -1.69225 1.27356 -0.7 0.5 -1.6
H -0.61429 1.69871 1.50890 0.7 0.3 -1.7
H -1.31139 1.54115 -0.23475 1.1 0.9 1.3
H 0.58369 2.11736 -1.35826 0.4 0.4 -0.3
H 0.87424 3.32443 0.02220 -0.3 -0.9 -0.5
H -1.03999 -2.93559 0.58706 0.3 1.1 0.1
```
Positions in Å, forces in eV/Å.

Its total energy is -836.5113 Eh. Its charge is +1. Its spin multiplicity is 1. The value obtained for the relative energy (zero: lowest compared OMol25 entry of this formula, charge and spin) is 19.2 kcal per mole. For the largest force on an atom, the calculation gives 5.269 eV Å⁻¹. As for the LUMO energy: -4.9 eV. The value obtained for the HOMO energy is -13.81 eV.

Atom charges from the Mulliken analysis, given in e for atoms 1 to 4:
1 C 0.550
2 C -1.080
3 C -0.093
4 C 0.656

This record from the Open Molecules 2025 dataset describes a cluster of 2 separate species, C3H3N3O in total at a distorted geometry. The level of theory is wB97M-V/def2-TZVPD.

```
10
Properties=species:S:1:pos:R:3:forces:R:3
N -1.04680 -0.56273 1.68968 0.2 0.7 -0.4
C -0.59126 0.04278 0.74240 -0.5 0.1 0.6
N 0.18370 -2.77146 0.15322 1.4 1.0 -0.5
N 0.98688 -2.04133 -0.03418 -1.2 -1.6 0.3
O 1.89525 0.49418 -1.17191 -0.5 0.2 0.1
C 0.90164 1.17254 -1.03819 0.3 -0.2 0.0
C -0.25411 0.94519 -0.16522 -0.1 0.1 0.2
H -1.86562 -1.14355 1.55221 0.2 -0.4 -0.1
H 0.79020 2.13224 -1.58464 0.1 -0.2 0.0
H -0.99987 1.73213 -0.14336 0.1 0.2 -0.1
```
Positions in Å, forces in eV/Å.

Its total energy is -355.5920 Eh. Its charge is 0. As for the structure (SMILES): N=C=CC=O.N#N. Its spin multiplicity is 1. The value obtained for the relative energy (zero: lowest compared OMol25 entry of this formula, charge and spin) is 30.0 kcal per mole. For the largest force on an atom, the calculation gives 2.035 eV Å⁻¹. As for the LUMO energy: 0.3 eV. The value obtained for the HOMO energy is -9.69 eV.

Atom charges from the Mulliken analysis, given in e for atoms 1 to 4:
1 N -0.459
2 C 0.439
3 N -0.138
4 N 0.135